# C10H13BrO

The molecule C10H13BrO (ωB97M-V/def2-TZVPD, the Open Molecules 2025 dataset).

ORCA input file:
```
! wB97M-V def2-TZVPD RIJCOSX def2/J DEFGRID3
* xyz 0 1
C 1.1511 -0.0655 2.3028
C 1.2579 -0.5205 1.0672
C 1.0107 1.7168 -0.0377
C 0.4218 1.1818 2.5502
C 0.9247 0.1687 -0.1912
C 0.3737 2.0787 1.2985
C -0.9166 1.5196 1.9062
C -0.8451 -1.1675 -1.3683
C -2.2911 -1.1687 -1.8769
C 0.0122 -2.1408 -2.1702
O -0.4174 -0.2143 -0.5321
Br -2.0545 2.6498 2.8184
H 1.4863 -0.6702 3.1031
H 1.6163 -1.4900 1.0136
H 2.0328 2.0801 -0.1010
H 0.5500 2.0845 -0.9274
H 0.5889 1.6429 3.4612
H 1.5756 -0.0553 -0.9387
H 0.5162 3.0931 1.6199
H -2.6719 -2.1436 -1.9139
H -2.1577 -0.8886 -2.9163
H -2.8484 -0.5289 -1.2931
H 0.8552 -1.7071 -2.7223
H -0.7204 -2.6836 -2.6223
H 0.5499 -2.7712 -1.5298
*
```

Total energy ... -82664.109 eV
Energy above the lowest of the compared OMol25 structures with the same formula, charge and spin ... 4.303 eV
F_max ... 4.2 eV Å⁻¹
Highest occupied orbital energy (alpha / beta) ... -8.536 / -5.808 eV


# C37H37AsGeN4O6S3Tc

C37H37AsGeN4O6S3Tc as an isolated structure (ωB97M-V/def2-TZVPD, the Open Molecules 2025 dataset).

ORCA input file:
```
! wB97M-V def2-TZVPD RIJCOSX def2/J DEFGRID3
* xyz 1 1
Tc -0.4146 -0.8497 -0.0892
O 4.0814 -0.3964 0.2494
As 2.7784 -1.4480 0.8467
O 2.9952 -2.9929 0.4541
O 1.4828 -0.7152 0.0156
C 2.6478 -0.9341 2.7390
C 3.9235 -0.7038 3.2568
C 4.1281 -0.5667 4.6320
C 3.0651 -0.5560 5.5155
C 1.7659 -0.6605 4.9885
C 1.5633 -0.8405 3.6255
S -0.1129 -0.5534 3.1023
O -0.9900 -0.8616 4.1759
O -0.0613 0.8295 2.7056
O -0.2455 -1.4592 1.9061
H 4.8044 -0.9437 -0.0769
H 4.7656 -0.7022 2.5915
H 5.1532 -0.5127 5.0025
H 3.2112 -0.4250 6.5668
H 0.8884 -0.5593 5.6082
S -2.6400 -0.5133 -0.9200
C -1.7432 -0.3247 -2.4576
N -0.4557 -0.4511 -2.3014
C 0.1817 -0.4086 -3.5549
C 1.5341 -0.6244 -3.7925
C 1.9313 -0.9426 -5.0673
C 1.0428 -0.9315 -6.1292
C -0.2869 -0.6239 -5.9373
C -0.7076 -0.3521 -4.6314
S -2.3587 -0.1940 -4.0607
H 2.2122 -0.6481 -2.9641
H 3.0022 -1.1864 -5.2251
H 1.3768 -1.1572 -7.1494
H -1.0043 -0.5231 -6.7345
C -0.8092 -5.0153 1.9027
N -1.4827 -4.3061 0.8306
C -2.8022 -3.7596 1.1229
C -0.7730 -3.9964 -0.2717
N -0.7780 -2.7573 -0.8009
N 0.0158 -4.8967 -0.8100
C 1.2343 -4.4679 -1.5079
C -0.2441 -6.3198 -0.6764
H -1.0251 -4.4986 2.8298
H 0.2676 -4.9655 1.7573
H -1.0729 -6.0565 2.0393
H -3.4356 -4.5848 1.4338
H -3.2327 -3.3448 0.2277
H -2.8047 -3.0647 1.9652
H -0.6777 -2.8124 -1.8043
H 1.6188 -3.5402 -1.0929
H 1.0835 -4.4793 -2.5741
H 2.0077 -5.2120 -1.2790
H -1.2306 -6.4819 -0.2847
H 0.4751 -6.7835 -0.0070
H -0.1655 -6.8262 -1.6483
C -1.5658 0.5395 0.0650
Ge -1.1150 2.4444 0.2076
C -2.0270 3.0079 -1.4300
C -3.4072 3.2269 -1.3499
C -4.1429 3.7238 -2.4437
C -3.4840 4.0204 -3.6386
C -2.1296 3.7779 -3.7507
C -1.4199 3.2689 -2.6730
C 0.8212 2.6161 0.0028
C 1.5754 2.2077 -1.1121
C 2.9062 2.5883 -1.2633
C 3.5400 3.3599 -0.2683
C 2.8294 3.7408 0.8337
C 1.4846 3.3748 0.9758
C -1.8973 3.3134 1.7895
C -2.1526 2.7571 3.0488
C -2.5048 3.5958 4.1221
C -2.6165 4.9561 3.9287
C -2.4776 5.5051 2.6506
C -2.1412 4.6863 1.5840
H -3.9171 3.0250 -0.4373
H -5.2184 3.8954 -2.3401
H -4.0120 4.4775 -4.4656
H -1.6445 4.0104 -4.6972
H -0.3447 3.1034 -2.8262
H 1.0927 1.5786 -1.8384
H 3.4578 2.2560 -2.1459
H 4.5483 3.7171 -0.4499
H 3.3165 4.3244 1.5961
H 0.9804 3.6342 1.8829
H -2.0043 1.6877 3.2011
H -2.6624 3.1512 5.1172
H -2.8089 5.6038 4.7808
H -2.5793 6.5718 2.4991
H -1.9629 5.1542 0.6021
*
```

Total energy ... -209267.455 eV
F_max ... 1.9 eV Å⁻¹
Highest occupied orbital energy ... -11.126 eV


# C32H53AlNO17S

C32H53AlNO17S as an isolated structure (ωB97M-V/def2-TZVPD, the Open Molecules 2025 dataset).

ORCA input file:
```
! wB97M-V def2-TZVPD RIJCOSX def2/J DEFGRID3
* xyz -1 1
C 2.9118 1.1041 -6.7079
O 1.7486 0.3913 -7.1031
C 0.6209 0.5795 -6.2684
C 0.7618 0.1500 -4.8017
C 1.2114 1.2423 -3.7994
Al 2.8420 0.7503 -2.7615
S 2.6795 -1.4015 -1.9714
O 3.0218 1.8773 -1.2687
N 1.9511 1.9077 -0.5250
O 2.0796 2.4940 0.5240
H 2.6745 1.9987 -6.1294
H 3.4240 1.4217 -7.6173
H 3.5795 0.4588 -6.1282
H 0.2705 1.6232 -6.3179
H -0.1633 -0.0343 -6.7282
H -0.2348 -0.1882 -4.5006
H 1.3923 -0.7485 -4.7738
H 1.4091 2.1762 -4.3486
H 0.3963 1.4773 -3.1050
H 4.2213 0.8300 -3.5657
H 1.9913 -1.2406 -0.8386
O 1.0971 -1.9577 1.2907
C 0.4583 -1.1371 1.8811
O -0.8754 -1.2839 2.1070
C -1.3960 -0.1257 2.7912
C -0.1849 0.5153 3.4605
C 0.9328 0.1675 2.4781
H -1.8590 0.5416 2.0620
H -2.1622 -0.4589 3.4880
H -0.3146 1.5821 3.6342
H 0.0123 0.0338 4.4208
H 1.0363 0.9023 1.6768
H 1.9006 0.0299 2.9520
O 5.1657 3.1773 -7.8648
C 6.1639 2.6081 -8.1804
O 7.1767 2.3719 -7.3082
C 8.2792 1.7452 -7.9742
C 7.6821 1.0932 -9.2178
C 6.5319 2.0446 -9.5430
H 9.0135 2.5154 -8.2249
H 8.7337 1.0360 -7.2868
H 8.4051 0.9671 -10.0216
H 7.2841 0.1109 -8.9615
H 6.8444 2.8743 -10.1794
H 5.6705 1.5555 -9.9890
O -2.0036 0.4307 -3.3059
C -2.6560 1.0032 -2.4858
O -3.9177 0.6136 -2.1752
C -4.4846 1.4937 -1.1883
C -3.2901 2.1529 -0.5102
C -2.2633 2.1980 -1.6411
H -5.1249 2.2202 -1.6966
H -5.0867 0.9044 -0.5025
H -3.5290 3.1200 -0.0739
H -2.9271 1.5088 0.2887
H -2.3458 3.0936 -2.2597
H -1.2348 2.0952 -1.3028
O -3.3492 3.2292 2.8769
C -2.8351 3.8617 3.7510
O -1.7107 4.5901 3.5440
C -1.2487 5.1620 4.7776
C -2.4761 5.2039 5.6824
C -3.2570 3.9803 5.2040
H -0.4600 4.5213 5.1784
H -0.8294 6.1416 4.5622
H -2.2257 5.1887 6.7410
H -3.0497 6.1102 5.4828
H -2.9563 3.0683 5.7241
H -4.3346 4.0924 5.2771
O -5.7824 -1.3758 1.3296
C -4.9195 -1.9492 0.7274
O -3.9636 -1.2975 0.0386
C -3.1262 -2.2262 -0.6844
C -3.2876 -3.5510 0.0520
C -4.7225 -3.4473 0.5699
H -3.4825 -2.2663 -1.7145
H -2.1067 -1.8497 -0.6812
H -3.0987 -4.4123 -0.5849
H -2.5908 -3.5932 0.8888
H -5.4516 -3.8055 -0.1591
H -4.8901 -3.9507 1.5183
O 0.7889 -7.8485 3.4655
C 1.2832 -6.8613 2.9982
O 1.0014 -5.6260 3.4585
C 1.6619 -4.6226 2.6475
C 2.8289 -5.3497 1.9944
C 2.2657 -6.7621 1.8446
H 0.9551 -4.2424 1.9148
H 1.9691 -3.8057 3.2941
H 3.1403 -4.8828 1.0629
H 3.6856 -5.3663 2.6706
H 1.7093 -6.8871 0.9142
H 3.0140 -7.5461 1.9214
O -4.4131 1.1386 8.0598
C -3.6436 0.2865 7.7301
O -2.5286 0.5629 7.0101
C -1.8334 -0.6492 6.6722
C -2.2879 -1.6731 7.7061
C -3.7149 -1.2064 7.9951
H -2.1110 -0.9362 5.6571
H -0.7650 -0.4525 6.7046
H -2.2112 -2.6974 7.3487
H -1.6807 -1.5822 8.6076
H -4.4408 -1.6372 7.3037
H -4.0401 -1.3909 9.0148
*
```

Total energy ... -87776.854 eV
Energy above the lowest of the compared OMol25 structures with the same formula, charge and spin ... 0.000 eV
F_max ... 0.5 eV Å⁻¹
Highest occupied orbital energy ... -4.852 eV


# C6H17N2PS2

A 2-piece molecular cluster, C6H17N2PS2 overall (ωB97M-V/def2-TZVPD, the Open Molecules 2025 dataset).

ORCA input file:
```
! wB97M-V def2-TZVPD RIJCOSX def2/J DEFGRID3
* xyz 0 1
H 0.9974 1.6227 -1.2562
N 0.0648 1.4845 -0.8584
C -0.4415 2.3645 -0.1406
C -0.0581 3.7703 0.0481
C 1.3855 3.8754 0.1974
H -1.1255 1.9599 0.6155
H -0.3905 4.1722 -0.9012
H -0.5749 4.3510 0.8431
H 1.9211 3.1889 0.8872
H 1.9679 3.4979 -0.6870
H 1.7447 4.9570 0.2616
C -3.0341 -2.8298 0.0057
C -1.6146 -2.1352 -0.1604
C -0.5053 -3.1464 0.2326
N 0.9102 -2.5347 0.0575
P 1.4940 -0.9361 -0.2640
S 1.6376 -0.2994 1.7095
S 3.5225 -1.3906 -0.9265
H -3.7292 -2.1584 0.4626
H -3.4217 -3.1160 -0.9926
H -2.8899 -3.6604 0.4492
H -1.5214 -1.3289 0.5524
H -1.3476 -1.8429 -1.0841
H -0.5633 -3.4524 1.2202
H -0.4908 -4.0845 -0.4172
H 1.4546 -3.1639 -0.3992
H 1.1210 0.8920 1.7810
H 3.4871 -0.0569 -1.2362
*
```

Total energy ... -40434.750 eV
SMILES string ... [H]/N=C\CC.CCCNP(S)S
F_max ... 7.6 eV Å⁻¹
Highest occupied orbital energy ... -7.593 eV


# C7H16N

A 2-piece molecular cluster, C7H16N overall (ωB97M-V/def2-TZVPD, the Open Molecules 2025 dataset).

ORCA input file:
```
! wB97M-V def2-TZVPD RIJCOSX def2/J DEFGRID3
* xyz 0 2
C 1.1392 -1.6345 -1.4890
C 1.1006 -1.2246 -0.0412
C 2.0805 -1.5208 0.8675
C 2.1033 -1.1057 2.3236
H 1.7232 -2.5683 -1.5937
H 0.1196 -1.8276 -1.9006
H 1.6348 -0.8686 -2.1236
H 0.2248 -0.6817 0.3019
H 2.8957 -2.1477 0.5437
H 1.2757 -0.4788 2.5383
H 2.0875 -2.0175 2.9862
H 2.9962 -0.5391 2.5412
C -0.9975 1.5372 0.8666
C -1.3986 1.3841 -0.5682
C -0.7447 1.1017 -1.7005
N -2.8870 1.4765 -0.7003
H 0.0942 1.5143 0.9775
H -1.3579 2.5001 1.2408
H -1.4368 0.7295 1.4543
H -1.2521 1.1204 -2.6620
H 0.3126 0.7489 -1.6722
H -3.2409 2.2914 -0.1875
H -3.2857 0.6266 -0.3158
H -3.1866 1.5840 -1.6869
*
```

Total energy ... -9003.891 eV
Energy above the lowest of the compared OMol25 structures with the same formula, charge and spin ... 2.807 eV
<S²> ... 0.750
F_max ... 2.2 eV Å⁻¹
Highest occupied orbital energy (alpha / beta) ... -3.593 / -9.269 eV


# C16H20IrN3O6S

C16H20IrN3O6S as an isolated structure (ωB97M-V/def2-TZVPD, the Open Molecules 2025 dataset).

ORCA input file:
```
! wB97M-V def2-TZVPD RIJCOSX def2/J DEFGRID3
* xyz 3 6
Ir -0.6445 -0.1664 -0.8861
O -4.5032 1.8209 -0.6507
C -3.4434 1.0839 -0.7600
O -2.2905 1.5075 -0.6919
C -3.7146 -0.3615 -1.0066
C -4.9770 -0.9272 -1.0589
C -5.0795 -2.2847 -1.3430
C -3.9291 -3.0220 -1.5973
C -2.7077 -2.3720 -1.5284
N -2.6035 -1.0764 -1.2156
C -1.3449 -3.0034 -1.8303
O -1.4194 -4.2033 -2.2175
O -0.3040 -2.3423 -1.7092
H -4.2847 2.7623 -0.5112
H -5.8544 -0.3182 -0.8908
H -6.0510 -2.7596 -1.3864
H -3.9804 -4.0726 -1.8533
O -0.7804 -0.8376 1.1212
S 0.2817 -0.7215 2.2665
C 0.4001 -2.4051 2.9329
C -0.6346 -2.5028 4.0438
C -0.6154 -1.1510 4.7573
C -0.6855 -0.0834 3.6730
H 1.4228 -2.5009 3.3051
H 0.2684 -3.0871 2.0931
H -0.3835 -3.3235 4.7151
H -1.6230 -2.7036 3.6259
H 0.2995 -1.0390 5.3416
H -1.4555 -1.0310 5.4407
H -0.2915 0.8895 3.9586
H -1.6941 0.0336 3.2727
N 1.2389 0.6543 -1.0635
C 2.2715 1.1569 -1.2193
N 3.4333 1.7223 -1.3957
C 4.2371 1.4074 -2.5553
C 4.5148 2.7745 -3.3179
O 5.0560 3.6474 -2.3944
C 4.2056 4.0349 -1.3764
C 3.9121 2.7437 -0.4996
H 3.7133 0.7169 -3.2152
H 5.2079 1.0069 -2.2518
H 3.5725 3.1403 -3.7408
H 5.2590 2.5837 -4.0937
H 3.2545 4.4318 -1.7509
H 4.7259 4.7604 -0.7477
H 3.1636 2.9761 0.2553
H 4.8571 2.4406 -0.0437
*
```

Total energy ... -47312.701 eV
Energy above the lowest of the compared OMol25 structures with the same formula, charge and spin ... 1.071 eV
<S²> ... 8.771
F_max ... 7.7 eV Å⁻¹
Highest occupied orbital energy (alpha / beta) ... -17.708 / -17.515 eV